Record 1
{"formula": "C16H26AsN4O4Tc", "method": "ωB97M-V with the def2-TZVPD basis set", "species": ["Tc", "C", "C", "N", "C", "C", "N", "C", "O", "O", "C", "O", "O", "H", "H", "H", "H", "H", "C", "C", "As", "C", "C", "C", "C", "H", "H", "H", "H", "H", "H", "H", "H", "H", "H", "H", "H", "H", "H", "H", "C", "C", "N", "C", "C", "N", "H", "H", "H", "H", "H", "H"], "coordinates": [[-0.2140, -0.2054, -0.5990], [1.1823, -3.4211, 1.0515], [0.6735, -2.2110, 1.7383], [0.2195, -1.0881, 1.1685], [-0.1634, -0.2228, 2.2017], [0.0663, -0.8343, 3.3913], [0.5761, -2.0616, 3.0647], [-0.0703, -0.5222, 4.8713], [-0.5498, 0.6409, 5.2350], [0.2773, -1.3919, 5.6109], [-0.6213, 1.1110, 1.8542], [-0.9324, 2.0195, 2.5292], [-0.6064, 1.2506, 0.3973], [1.0356, -3.3459, -0.0242], [0.6649, -4.3115, 1.4112], [2.2455, -3.5580, 1.2590], [0.8328, -2.7307, 3.7911], [-0.7943, 1.2535, 4.5246], [2.6549, 2.6341, 0.4902], [3.1062, 1.2230, 0.1279], [2.0849, 0.4646, -1.3431], [2.9359, -1.1809, -1.9614], [4.2565, -0.9191, -2.6891], [1.7590, 1.8250, -2.6940], [3.0443, 2.4728, -3.2190], [3.2334, 2.9809, 1.3459], [1.5999, 2.6866, 0.7621], [2.8349, 3.3349, -0.3237], [3.0274, 0.5171, 0.9564], [4.1459, 1.2052, -0.2090], [2.2328, -1.7147, -2.6032], [3.0880, -1.7668, -1.0530], [4.0993, -0.4434, -3.6533], [4.7445, -1.8765, -2.8710], [4.9423, -0.3102, -2.1004], [1.1271, 2.5593, -2.1885], [1.1763, 1.3659, -3.4950], [3.6814, 2.8402, -2.4143], [2.7688, 3.3304, -3.8320], [3.6214, 1.7951, -3.8413], [-3.6622, -0.9113, -0.5468], [-2.8035, -1.3547, -1.6721], [-1.4675, -1.1759, -1.7984], [-1.0666, -1.7345, -3.0260], [-2.1655, -2.2306, -3.6232], [-3.2202, -1.9869, -2.7598], [-3.0652, -0.4802, 0.2569], [-4.2317, -1.7486, -0.1416], [-4.3725, -0.1549, -0.8856], [-0.0474, -1.7240, -3.3739], [-2.2943, -2.7301, -4.5691], [-4.1846, -2.2463, -2.9379]], "homo_lumo_gap_ev": [7.24, 7.07], "multiplicity": 2, "total_charge": 3, "energy_ev": -94173.99233, "e_homo_ev": [-19.278, -19.278], "relative_energy_kcal_mol": 1.6}

Record 2
{"formula": "C16H26BF9N4", "method": "ωB97M-V with the def2-TZVPD basis set", "species": ["C", "C", "N", "C", "N", "C", "C", "C", "C", "C", "F", "F", "C", "F", "F", "F", "N", "C", "C", "C", "C", "C", "C", "C", "N", "H", "H", "H", "H", "H", "H", "H", "H", "H", "H", "H", "H", "H", "H", "H", "H", "H", "H", "H", "H", "H", "H", "H", "H", "H", "H", "B", "F", "F", "F", "F"], "coordinates": [[0.2069, 3.8776, 2.6840], [0.2048, 3.4565, 1.5771], [0.2559, 2.9285, 0.3284], [-0.4716, 1.7229, 0.1847], [0.1692, 0.5258, 0.1670], [0.6301, 0.2062, -1.2195], [1.2812, 0.4578, 1.1568], [1.0092, -0.5853, 2.2502], [2.3416, -1.0685, 2.8665], [2.9465, -2.3071, 2.2341], [3.5080, -3.0593, 3.2157], [2.0040, -3.0956, 1.6568], [4.0746, -2.0204, 1.1608], [3.6682, -2.3433, -0.0748], [4.4876, -0.7539, 1.2111], [5.1362, -2.8089, 1.4229], [-1.7600, 1.7745, 0.0319], [-2.5009, 3.0154, -0.0361], [-2.5528, 3.6966, -1.1876], [-2.6286, 0.5981, -0.1073], [-3.0304, 0.2960, -1.5560], [-3.3004, -1.2015, -1.7268], [-2.0039, -2.0017, -1.7447], [-2.2074, -3.5087, -1.9938], [-3.5276, -3.9680, -1.5432], [0.1247, 4.1251, 3.7083], [0.0699, 3.6032, -0.4006], [1.4515, 0.8314, -1.5330], [0.9120, -0.8372, -1.2269], [-0.2150, 0.3238, -1.8893], [2.1656, 0.1464, 0.6261], [1.5247, 1.4073, 1.6121], [0.4917, -0.0726, 3.0571], [0.3884, -1.3913, 1.8814], [2.1326, -1.3199, 3.9005], [3.0341, -0.2368, 2.8852], [-3.0054, 3.3481, 0.8572], [-3.4825, 4.0495, -1.6037], [-1.6513, 3.8715, -1.7610], [-3.5439, 0.8818, 0.4033], [-2.2249, -0.2512, 0.4234], [-2.2954, 0.6594, -2.2680], [-3.9367, 0.8529, -1.7718], [-3.8526, -1.3783, -2.6437], [-3.8653, -1.5043, -0.8521], [-1.3460, -1.6183, -2.5189], [-1.5043, -1.8816, -0.7856], [-1.4477, -4.0697, -1.4638], [-2.0360, -3.6874, -3.0556], [-3.4699, -4.9536, -1.3297], [-4.1925, -3.8818, -2.2992], [4.3347, 2.0066, -0.4470], [3.8747, 0.7224, -0.8439], [3.7482, 2.9649, -1.2992], [3.9205, 2.2456, 0.8817], [5.7157, 2.0522, -0.5342]], "homo_lumo_gap_ev": 8.81, "energy_ev": -48108.69323, "e_homo_ev": -10.087}

Record 3
{"formula": "C16H26Br4N6", "method": "ωB97M-V with the def2-TZVPD basis set", "species": ["Br", "C", "C", "Br", "H", "H", "H", "H", "Br", "C", "C", "Br", "H", "H", "H", "H", "C", "C", "N", "H", "H", "H", "C", "C", "N", "H", "H", "H", "C", "C", "N", "H", "H", "H", "C", "C", "N", "H", "H", "H", "C", "C", "N", "H", "H", "H", "C", "C", "N", "H", "H", "H"], "coordinates": [[5.8333, -15.2717, -11.1159], [5.0529, -15.0180, -9.3892], [3.5348, -15.0838, -9.4615], [2.6820, -14.5886, -7.8165], [5.3377, -14.0685, -8.9891], [5.4659, -15.7061, -8.6617], [3.1982, -16.0646, -9.6051], [3.1057, -14.4999, -10.2136], [-1.3725, -10.8311, -9.7941], [-0.1420, -11.8092, -8.5885], [0.2946, -10.9825, -7.4525], [1.3479, -9.4136, -8.1000], [0.6656, -12.0822, -9.2538], [-0.6791, -12.6264, -8.2255], [0.8528, -11.7300, -6.7933], [-0.5415, -10.4749, -6.9279], [-0.0783, -9.8622, -15.9977], [-1.1197, -8.7752, -15.8817], [-1.9083, -7.9430, -15.7218], [0.1774, -10.0829, -17.0571], [-0.3281, -10.7534, -15.4208], [0.8548, -9.4608, -15.6027], [-3.1687, -14.5881, -16.0490], [-2.5285, -13.2822, -15.7989], [-2.1985, -12.1937, -15.7124], [-2.6841, -15.4460, -15.5876], [-3.1394, -14.6774, -17.1688], [-4.1918, -14.5250, -15.7430], [-4.0441, -14.6586, -11.0724], [-3.3164, -15.2890, -12.1709], [-2.7440, -15.6128, -13.0848], [-4.5497, -15.4206, -10.5299], [-4.7050, -13.9541, -11.5223], [-3.3089, -14.1433, -10.4931], [1.6172, -17.1165, -13.7646], [0.5270, -16.9457, -14.7481], [-0.4075, -16.8333, -15.3954], [1.2548, -17.9677, -13.1751], [1.6513, -16.2563, -13.1635], [2.5800, -17.2760, -14.2809], [0.6389, -8.3390, -12.0871], [1.2411, -9.6424, -12.1997], [1.5855, -10.7139, -12.3278], [-0.0799, -8.2760, -12.9574], [1.3508, -7.5370, -12.1638], [-0.0201, -8.2314, -11.1670], [-0.5207, -13.0778, -13.0181], [0.2585, -13.4977, -11.7991], [0.9173, -13.8075, -10.9202], [-0.4326, -14.0844, -13.6151], [0.0319, -12.2602, -13.4979], [-1.5183, -12.8669, -12.7322]], "homo_lumo_gap_ev": 10.44, "energy_ev": -306122.01090, "e_homo_ev": -10.117, "relative_energy_kcal_mol": 5.1}

Record 4
{"formula": "C16H26Cl2N5O3", "method": "ωB97M-V with the def2-TZVPD basis set", "species": ["C", "C", "Cl", "C", "Cl", "N", "C", "N", "C", "N", "C", "C", "C", "N", "C", "C", "N", "H", "H", "H", "H", "H", "H", "H", "H", "H", "H", "H", "H", "C", "O", "C", "C", "O", "C", "C", "O", "C", "H", "H", "H", "H", "H", "H", "H", "H", "H", "H", "H", "H", "H", "H"], "coordinates": [[5.3938, 1.3283, -2.6219], [6.1608, 2.6461, -2.5854], [7.4515, 2.5875, -1.3613], [5.2398, 3.8346, -2.3009], [6.0704, 5.3780, -2.6087], [4.7357, 3.8357, -0.9469], [3.4931, 3.5815, -0.5620], [3.0848, 3.6135, 0.7227], [1.8000, 3.3266, 0.6768], [1.3620, 3.0994, -0.5618], [0.0766, 2.7434, -1.0819], [-0.5866, 1.6519, -0.5604], [-1.8352, 1.3634, -1.0957], [-2.3900, 2.0611, -2.0783], [-1.7246, 3.0999, -2.5692], [-0.4813, 3.4979, -2.0995], [2.4624, 3.2630, -1.3716], [5.9260, 0.6007, -3.2330], [4.3990, 1.4620, -3.0598], [5.2825, 0.9068, -1.6219], [6.6455, 2.8343, -3.5428], [4.4023, 3.8042, -2.9999], [5.4019, 4.0478, -0.2144], [1.1380, 3.2736, 1.5294], [-0.1640, 1.0338, 0.2223], [-2.3984, 0.5199, -0.7086], [-2.2015, 3.6550, -3.3704], [0.0072, 4.3763, -2.5047], [2.3847, 3.1169, -2.3660], [-6.1951, -2.6802, 0.9832], [-4.9269, -3.2883, 1.0818], [-3.9823, -2.7275, 0.1979], [-2.5671, -3.0358, 0.6293], [-2.0978, -2.2128, 1.6878], [-2.5447, -2.5512, 2.9947], [-1.7785, -3.6903, 3.6252], [-2.1628, -4.9248, 3.0569], [-1.1847, -5.9289, 3.2089], [-6.6326, -2.8219, -0.0116], [-6.8393, -3.1509, 1.7221], [-6.1362, -1.6057, 1.1925], [-4.1076, -1.6360, 0.1529], [-4.1382, -3.1313, -0.8130], [-1.9124, -2.8054, -0.2153], [-2.4612, -4.0959, 0.8665], [-3.6158, -2.7632, 3.0009], [-2.3652, -1.6600, 3.6001], [-1.9879, -3.6951, 4.7041], [-0.7023, -3.5244, 3.4870], [-0.2367, -5.6319, 2.7456], [-1.5575, -6.8227, 2.7138], [-1.0034, -6.1588, 4.2648]], "homo_lumo_gap_ev": 7.56, "total_charge": 1, "energy_ev": -55643.52590, "e_homo_ev": -11.008}

Record 5
{"formula": "C16H26CrFeI2N2O3S2Se", "method": "ωB97M-V with the def2-TZVPD basis set", "species": ["I", "I", "Cr", "Fe", "S", "S", "C", "C", "C", "C", "C", "C", "C", "C", "C", "C", "C", "O", "O", "O", "H", "H", "H", "H", "H", "H", "H", "H", "H", "H", "H", "H", "H", "H", "H", "H", "H", "H", "C", "N", "C", "C", "N", "C", "C", "Se", "H", "H", "H", "H", "H", "H", "H", "H"], "coordinates": [[-0.2123, -3.6429, -0.8998], [0.3933, -3.3056, -3.3945], [0.2270, 0.6383, -2.5131], [-0.2433, -0.3807, -0.1039], [1.7092, 0.1882, -1.0840], [-1.6012, -0.5473, -1.8283], [1.5502, -1.0535, 1.3672], [3.4191, -0.6759, -1.7452], [-3.7091, -0.0276, -1.5548], [3.5144, -0.5082, -3.2480], [4.4896, 0.1355, -0.9762], [3.3591, -2.1525, -1.3913], [-4.1536, -0.4496, -2.9564], [-3.9315, 1.4402, -1.2038], [-4.1394, -1.0086, -0.4753], [1.4141, 1.8600, -3.4174], [-0.6233, 2.3028, -2.4659], [2.1763, -0.4933, 2.1732], [2.1521, 2.7910, -3.5563], [-1.0349, 3.3415, -2.0801], [3.4616, 0.5377, -3.5481], [2.6805, -1.0412, -3.7453], [4.4939, -0.8919, -3.5896], [4.5090, 1.2050, -1.2661], [5.4746, -0.3513, -1.1192], [4.2682, 0.1475, 0.1000], [3.1369, -2.3033, -0.3342], [4.3375, -2.6489, -1.5991], [2.5364, -2.6323, -1.9834], [-5.2441, -0.3595, -3.0393], [-3.7651, -1.4610, -3.1892], [-3.7039, 0.2257, -3.6868], [-5.0154, 1.6519, -1.3005], [-3.3315, 2.1140, -1.8471], [-3.6192, 1.6848, -0.1695], [-5.2301, -0.9937, -0.3572], [-3.7439, -0.7207, 0.5115], [-3.7990, -2.0245, -0.7065], [0.6818, 2.8720, 3.3117], [0.2192, 1.5946, 3.8676], [0.6959, 1.0943, 5.0689], [0.2150, -0.1805, 5.1822], [-0.6101, -0.4077, 4.0866], [-1.2545, -1.6412, 3.7143], [-0.5758, 0.6637, 3.2356], [-1.2379, 0.9053, 1.5365], [-0.2046, 3.2993, 2.8109], [1.5876, 2.7868, 2.6692], [0.9729, 3.5319, 4.1529], [1.3335, 1.6350, 5.7207], [0.2779, -0.8847, 5.9894], [-0.6723, -2.2642, 3.0350], [-1.4403, -2.2019, 4.6386], [-2.1904, -1.3930, 3.2034]], "homo_lumo_gap_ev": [4.86, 2.86], "multiplicity": 9, "total_charge": 4, "energy_ev": -192117.46996, "e_homo_ev": [-19.553, -19.701]}